Here is 7 unconnected molecules or ions with the total composition C36H47N7OP at a distorted geometry from the OMol25 dataset. Energies are from ωB97M-V with the def2-TZVPD basis set.

XYZ file:
```
92
Properties=species:S:1:pos:R:3
H 5.8807 7.8102 -1.5516
H 0.4863 1.9036 -1.1680
H 2.0231 -1.5304 2.9547
C -2.1484 3.5663 1.5482
C 3.8237 2.1759 -1.6023
N 6.5106 8.0022 0.3896
H -1.3255 -2.8359 -4.7923
H -0.4022 -3.3188 -0.0280
N -2.8093 -2.8281 -3.3756
H -1.3680 0.6546 -6.2720
H -4.9368 -4.4952 -1.3710
C 1.6074 0.3807 -7.5196
H 4.6246 1.9806 -2.3021
H 5.3955 6.2724 3.0482
C 1.3704 -0.2257 -8.7439
C 1.1005 -3.1657 4.0368
N -2.3649 -3.4954 0.5506
H 1.4697 -3.6808 3.1511
H 1.1593 2.9614 0.9772
H -0.7281 0.4612 5.6557
C -1.0386 1.4959 1.9431
H 0.9365 -4.3784 5.8635
C 4.8112 6.4480 -0.2722
C -1.2006 -1.0621 -3.5770
C -2.8798 -0.9543 -1.8840
H -2.0854 -1.6609 3.4285
H 2.2354 -3.1796 5.9272
H -1.3136 0.0500 0.3716
H -2.6063 -5.1058 3.5312
H 2.4187 -4.6304 4.9677
H -1.3818 0.5550 -2.1698
N -2.4353 -4.1120 3.5930
C -3.9157 -4.2500 -1.1137
H -0.9775 3.1667 3.3045
C -2.5942 3.0285 0.3472
H -0.2258 -1.7026 6.0040
H -2.3490 -3.7450 2.6459
C -1.5382 1.0502 0.7317
C -1.3965 -3.5954 -0.3617
C 0.0636 -0.5348 -9.0851
H 5.1103 3.0313 -0.1019
C -1.7517 -2.2754 -3.9671
H -1.9830 -0.4462 -8.4154
C -3.5996 -3.8221 0.1640
C 2.5107 1.8550 -1.9079
C 1.5166 -1.6964 3.9022
H 0.0141 -3.2912 4.0043
H -3.7409 -1.9856 5.8765
C -1.7778 -0.3931 -2.5098
H 4.2107 6.0292 -1.0694
H -2.9257 -0.4238 4.3572
H -4.2170 -2.6411 -1.8964
N 3.1584 3.0360 0.5335
H 3.9598 5.2336 1.2825
P -0.6588 -0.7906 5.0403
H -4.3737 -3.7298 0.9197
C -2.2674 -1.2884 4.4406
H -3.3590 -0.4588 -1.0506
H -4.1313 -4.1520 4.8585
O 0.3772 -0.7514 3.8648
H 7.0041 8.0475 2.3784
C -2.8985 -4.3433 -2.0494
H -3.2168 3.6128 -0.3207
C 5.4673 6.5837 2.0148
H 2.2588 1.4035 -2.8593
C -3.5157 -3.4357 4.3147
C 4.0956 2.7620 -0.3749
C 1.5259 2.1309 -0.9726
N -2.3056 1.7946 -0.0642
H -0.7862 -4.0624 -2.3633
C 6.3657 7.5726 1.6412
H -3.1124 -4.6608 -3.0607
C -2.9312 -2.4139 5.2834
H -4.1771 -2.9167 3.6123
H 2.2038 -1.3693 4.6823
H -0.1619 -1.0102 -10.0309
H 2.1915 -0.4494 -9.4110
C 1.7016 -3.8720 5.2752
H -0.3392 -0.6588 -4.0942
C -1.6098 -4.0112 -1.6654
C 4.6724 6.0096 1.0350
C -0.6055 0.3902 -6.9973
H -2.2164 -2.9108 5.9388
H -0.4098 0.8387 2.5229
H -2.4147 4.5762 1.8267
N 0.6459 0.6893 -6.6507
C 5.7416 7.4413 -0.5411
C -0.9489 -0.2226 -8.1922
C 1.9015 2.7203 0.2249
H 2.6171 0.6357 -7.2169
C -1.3542 2.7799 2.3650
C -3.3567 -2.1670 -2.3576
```

The HOMO-LUMO gap is 7.7 eV. Its largest force on an atom is 0.0801 Eh/bohr. As for the charge: +1.